# C5H11NO2

A structure of composition C5H11NO2 at a distorted geometry (ωB97M-V/def2-TZVPD, the OMol25 dataset).

Values from the calculation:
- Relative energy (zero: lowest compared OMol25 entry of this formula, charge and spin): 464.2 kJ/mol
- Frontier orbital gap: 0.2918 Eh

Positions of all 19 atoms, in Å:
O1 0.90184 -1.19341 -0.57822
H1 -0.30390 -0.34537 -2.96599
C1 2.38483 -0.17734 1.00963
H2 -1.14322 -1.82707 -2.92543
O2 -1.78450 -1.59171 -0.43802
H3 -1.53614 0.52896 1.47144
N1 -0.95787 -0.93680 -2.47308
H4 2.50373 0.67966 1.64670
H5 -1.05042 2.16035 1.97127
H6 -0.10530 0.75485 2.46287
C2 1.35877 -0.29408 0.17643
C3 0.18374 1.29558 0.38697
H7 3.08939 -0.99403 1.08193
C4 -0.67962 1.18561 1.64216
H8 -0.66152 0.23475 -0.63515
C5 -0.90259 -0.86549 -1.12593
H9 -0.31977 1.87292 -0.39852
H10 -2.02223 -2.42088 -0.88873
H11 1.04478 1.93351 0.57968

Mulliken population analysis, charges in e, atoms 1 to 6: atom 1 (O): -0.633, atom 2 (H): 0.222, atom 3 (C): -0.928, atom 4 (H): 0.207, atom 5 (O): -0.402, atom 6 (H): 0.267

---

# C19H19ClMoN5O4S2SbSe4

A structure of composition C19H19ClMoN5O4S2SbSe4 (ωB97M-V/def2-TZVPD, the OMol25 dataset).

Values from the calculation:
- Net charge: -2
- <S²>: 2.03
- Relative energy (zero: lowest compared OMol25 entry of this formula, charge and spin): 5.0 kJ/mol
- Multiplicity: 3
- Frontier orbital gap (spin up / spin down): 0.2311 / 0.2347 Eh

Positions of all 56 atoms, in Å:
C1 1.60190 -1.90257 0.48552
O1 3.63206 1.69864 3.10871
C2 -1.64107 1.79145 3.51155
H1 3.57824 3.17359 -4.15982
Se1 0.09789 2.39779 -1.43786
H2 -0.40334 -0.27368 -1.49811
O2 3.37057 0.35501 1.08210
C3 -2.28976 2.16584 2.34852
S1 1.33203 2.08211 1.38670
C4 4.25608 0.43291 -1.42697
C5 0.94036 -3.11143 0.60913
H3 -2.99629 -3.24257 3.12560
S2 2.69954 0.91548 2.33244
H4 -4.01875 -2.25646 -1.99444
H5 1.36259 -3.88040 1.24194
H6 -4.99099 -0.52521 -0.29992
Se2 -1.94640 0.42565 -4.37737
O3 2.05156 -0.15659 3.07280
N1 -1.73039 0.11420 1.29193
N2 -4.32501 -1.72031 2.76677
H7 2.66726 4.08892 -3.08106
C6 -2.29462 1.32037 1.25340
H8 -2.75195 1.62812 0.31939
H9 -0.60444 -1.20890 2.38556
Se3 2.00895 0.11588 -3.20602
C7 -4.56730 -1.15622 0.46958
N3 1.12433 -0.90942 -0.27227
N4 -3.09215 -2.90316 1.10452
O4 3.29833 2.86375 -1.07476
C8 -0.25137 -3.31295 -0.07229
C9 -4.87186 -0.97973 1.80085
Se4 0.80772 3.31394 -5.43227
C10 -3.46207 -2.63795 2.35313
C11 -1.01085 0.56345 3.52891
H10 -1.80987 -2.35485 -2.76547
C12 -1.97155 -2.37578 -1.69239
N5 3.49672 3.52067 -3.21415
H11 5.72979 1.87387 -2.21753
Cl1 -3.08338 3.71255 2.24122
C13 -3.63416 -2.14172 0.15015
C14 4.71017 1.51649 -2.41233
H12 -1.60368 2.46300 4.35883
C15 -0.03059 -1.10330 -0.91573
C16 -3.22738 -2.32294 -1.25590
Sb1 0.08736 1.62089 -3.83229
H13 -0.42531 0.24177 4.37793
H14 4.30370 -0.55711 -1.88280
H15 -0.79632 -4.24400 0.01055
C17 -1.09246 -0.24031 2.40108
Mo1 2.24629 0.99815 -0.67336
H16 4.86745 0.44107 -0.52696
C18 3.78725 2.68938 -2.21524
C19 -0.75289 -2.28423 -0.85463
H17 4.66089 1.18561 -3.44850
H18 -5.56930 -0.21085 2.11696
H19 2.52651 -1.69792 1.00466

Mulliken population analysis, charges in e, atoms 1 to 6: atom 1 (C): -0.576, atom 2 (O): -0.739, atom 3 (C): -0.148, atom 4 (H): 0.220, atom 5 (Se): -0.537, atom 6 (H): -0.003